(1)
Below is C50H43MoN4O9 as an isolated structure in a non-equilibrium geometry, with properties calculated with ωB97M-V/def2-TZVPD.

ORCA input file:
```
! wB97M-V def2-TZVPD RIJCOSX def2/J DEFGRID3
* xyz 1 1
Mo 0.584 -1.388 0.396
O 0.106 -2.126 2.192
O 1.113 -0.380 -1.162
O -0.860 -0.338 0.467
O 4.410 -2.417 0.173
O 1.183 0.245 1.571
O -0.241 2.853 -2.144
O -1.723 3.073 -0.474
O 1.534 -2.822 -0.491
O 0.016 -1.150 4.548
N -1.811 -3.068 1.236
N -0.907 -2.978 0.126
N 2.690 -1.231 1.160
N 4.954 -0.814 1.690
C -2.147 1.159 1.943
C 1.072 -0.241 -3.878
C 1.824 0.822 -5.890
C 4.539 1.680 -0.439
C -0.267 1.595 -1.512
C -3.203 0.464 4.060
C -1.650 2.299 2.611
C -1.474 3.484 -1.808
C 4.579 0.144 2.630
C -3.026 0.328 -0.260
C -2.532 3.082 -2.780
C 3.252 3.645 -0.007
C -5.389 -0.545 -1.375
C 4.454 2.988 0.009
C -4.214 1.029 -0.033
C -1.691 -2.578 3.570
C 1.127 -3.301 -1.685
C -1.213 5.012 -1.666
C 1.299 -0.335 -5.251
C -3.583 -3.166 5.000
C -0.943 1.912 -0.164
C 1.850 -3.966 -3.843
C 1.874 2.035 -3.796
C 3.328 0.595 2.667
C -1.150 -3.630 -0.922
C -1.064 -1.896 4.640
C 2.129 -3.413 -2.681
C 6.360 -1.099 1.392
C 1.145 0.940 -1.633
C -0.183 -3.719 -1.970
C -1.735 -1.847 5.906
C -2.841 0.226 2.686
C -2.989 -0.690 -1.203
C -2.707 1.559 4.692
C -1.887 2.451 3.994
C 1.407 0.907 -3.175
C -2.952 -3.140 3.780
C 4.063 -1.587 0.974
C -5.408 0.521 -0.490
C 2.073 1.981 -5.212
C -1.739 0.783 0.474
C 2.394 -0.108 1.836
C -0.523 -4.290 -3.210
C -4.193 -1.164 -1.741
C -2.930 -2.484 6.055
C 2.198 1.724 -0.917
C 3.418 1.059 -0.994
C 2.109 3.006 -0.420
C -1.125 -2.600 2.256
C 0.476 -4.308 -4.179
H 5.417 1.088 -0.274
H -3.463 -3.651 2.993
H 3.113 -3.249 -2.285
H 3.486 -0.017 -1.309
H 3.165 4.611 0.381
H 5.335 3.491 0.426
H -2.016 -1.174 -1.369
H -0.797 5.417 -2.638
H 0.429 -1.369 3.657
H 5.397 0.602 3.129
H -6.302 0.915 -0.093
H 6.509 -2.158 1.223
H 1.017 -1.199 -5.834
H -3.194 -0.672 2.239
H -2.120 5.462 -1.354
H 0.734 -1.091 -3.261
H 1.172 3.495 -0.396
H -0.964 0.903 -1.966
H 6.788 -0.645 0.468
H -4.247 1.762 0.807
H 2.460 -4.208 -4.697
H -0.135 2.235 0.556
H -1.230 -1.291 6.727
H -3.431 -2.467 7.003
H -1.486 -4.808 -3.268
H -4.603 -3.561 5.218
H 2.106 2.890 -3.119
H -3.625 3.248 -2.450
H -2.060 -4.264 -0.938
H 2.297 2.853 -5.817
H 2.033 0.808 -6.916
H 7.013 -0.824 2.211
H -6.354 -1.016 -1.642
H -2.964 1.793 5.704
H -1.027 3.049 2.159
H -2.439 3.512 -3.855
H -1.533 3.355 4.541
H 3.026 1.396 3.338
H -3.828 -0.325 4.476
H -0.500 5.187 -0.806
H -4.196 -2.071 -2.339
H -2.630 2.048 -2.790
H 0.391 -4.842 -5.170
*
```

The calculation puts the HOMO energy at -10.6 eV.

(2)
Below is a 2-piece molecular cluster, C6H10N overall in a non-equilibrium geometry, with properties calculated with ωB97M-V/def2-TZVPD.

ORCA input file:
```
! wB97M-V def2-TZVPD RIJCOSX def2/J DEFGRID3
* xyz 1 1
N -1.315 -0.587 -1.972
C -1.866 -1.315 -2.658
C 0.750 0.231 0.569
C 0.652 0.931 -0.708
C -0.164 0.401 1.619
C -1.300 0.946 1.337
C 1.767 -0.877 0.686
H 0.607 1.877 -0.591
H -0.041 0.183 2.652
H -0.256 0.732 -1.186
H -2.018 1.243 2.085
H 1.828 -1.369 -0.268
H 2.616 -0.435 1.052
H 1.507 0.565 -1.244
H -1.620 1.010 0.293
H 1.397 -1.497 1.463
H -2.545 -2.039 -3.129
*
```

The calculation puts the HOMO energy at -15.9 eV. As for the energy above the lowest of the compared OMol25 structures with the same formula, charge and spin: 247.6 kJ/mol.

(3)
Below is C35H54BrN3OP2Zn as an isolated structure in a non-equilibrium geometry, with properties calculated with ωB97M-V/def2-TZVPD.

ORCA input file:
```
! wB97M-V def2-TZVPD RIJCOSX def2/J DEFGRID3
* xyz 2 1
Br 3.837 5.227 -3.415
Zn 0.005 -0.311 -1.143
P -0.921 -2.504 -1.686
P 2.444 -0.684 -0.769
O 0.975 2.483 3.819
N -5.064 2.882 -3.726
N -1.287 0.122 1.155
N 0.105 1.316 5.608
C -1.751 -5.036 -0.455
C 0.761 2.248 6.559
C 1.611 -1.237 0.760
C -4.223 2.131 -4.433
C -3.953 2.129 -1.731
C 0.587 3.201 -1.893
C -2.585 -2.531 -2.469
C 3.538 -1.153 -3.342
C 2.308 -0.632 -2.604
C -0.115 -0.319 7.467
C -1.907 0.266 3.874
C 0.097 -3.452 -2.903
C 1.583 4.170 -2.097
C 2.254 2.146 6.602
C -2.326 -0.557 1.668
C -2.635 -0.569 3.034
C 0.400 2.165 -2.817
C -0.556 0.910 1.985
C 1.081 2.247 -4.060
C 3.240 0.938 -0.375
C 0.192 -0.109 5.989
C 2.134 3.151 -4.237
C -3.711 -2.002 -1.582
C 0.102 -2.987 -4.368
C 2.381 4.134 -3.255
C -0.774 0.918 3.367
C -0.484 0.965 -2.556
C -1.109 -3.662 -0.265
C -3.204 1.349 -3.871
C 4.743 1.100 -0.683
C 2.408 -1.319 2.059
C -2.944 1.465 -2.471
C -1.705 1.087 -1.829
C -4.933 2.877 -2.398
C 0.188 1.639 4.261
H -0.234 -4.508 -2.829
H -0.067 3.249 -1.015
H 2.672 1.692 -0.940
H 5.342 0.305 -0.214
H -0.095 -3.798 0.139
H 1.093 -2.185 0.559
H -0.196 -1.397 7.654
H 0.805 1.572 -4.885
H -2.841 -4.999 -0.543
H 2.661 2.286 5.600
H 2.758 -0.332 2.366
H -3.413 -1.229 3.421
H 0.676 0.089 8.113
H 2.780 3.070 -5.108
H 4.941 1.102 -1.765
H 2.636 2.937 7.244
H -4.378 2.147 -5.518
H -0.750 -3.420 -4.904
H -4.677 -2.183 -2.066
H -1.519 -5.662 0.405
H 2.585 1.186 7.004
H -2.610 0.716 -4.526
H 4.400 -0.496 -3.199
H 0.073 -1.896 -4.494
H 3.059 1.137 0.692
H 0.322 2.000 7.526
H 0.815 -0.494 0.924
H 0.444 3.256 6.280
H -1.078 0.142 7.733
H -1.675 -3.119 0.509
H 1.124 -3.417 -2.500
H -1.369 -5.566 -1.325
H -3.636 -0.920 -1.412
H -0.518 -0.703 5.401
H 1.426 -1.223 -2.903
H 1.020 -3.353 -4.854
H 3.258 -1.998 1.957
H -2.803 -3.566 -2.797
H -2.171 0.394 4.922
H -2.939 -1.132 0.977
H -2.533 -1.904 -3.375
H 1.200 -0.501 5.744
H 5.103 2.062 -0.280
H -3.740 -2.492 -0.606
H 2.099 0.405 -2.895
H 3.319 -1.211 -4.414
H 3.791 -2.154 -2.981
H -5.654 3.480 -1.845
H 1.754 4.919 -1.340
H -1.663 1.283 -0.757
H 0.271 1.496 1.552
H 1.763 -1.699 2.857
H -3.945 2.137 -0.651
H -0.471 0.294 -3.420
*
```

The calculation puts the HOMO energy (alpha / beta) at -13.1 / -13.2 eV.

(4)
Below is a 2-piece molecular cluster, C7H11BrN2 overall in a non-equilibrium geometry, with properties calculated with ωB97M-V/def2-TZVPD.

ORCA input file:
```
! wB97M-V def2-TZVPD RIJCOSX def2/J DEFGRID3
* xyz 0 1
Br 2.833 -0.336 -0.306
N 0.284 1.907 -1.491
N 0.185 -0.548 0.394
C 0.149 -1.627 -0.466
C 0.953 2.453 -0.772
C 1.225 0.178 0.632
C -1.175 -0.219 0.809
C 1.818 3.102 0.196
C -1.192 -2.348 -0.314
C -2.048 -1.091 0.009
H -1.189 -3.008 0.536
H 2.116 2.265 0.852
H 1.012 -2.403 -0.376
H -1.207 0.924 0.663
H 2.721 3.568 -0.254
H -2.864 -1.284 0.692
H -2.358 -0.619 -0.867
H 0.231 -1.229 -1.515
H -1.572 -3.081 -1.057
H -1.080 -0.412 1.902
H 1.159 3.810 0.733
*
```

The calculation puts the HOMO energy at -8.3 eV. As for the energy above the lowest of the compared OMol25 structures with the same formula, charge and spin: 176.7 kJ/mol.

(5)
Below is a single C9H15N3O6 molecule in a non-equilibrium geometry, with properties calculated with ωB97M-V/def2-TZVPD.

ORCA input file:
```
! wB97M-V def2-TZVPD RIJCOSX def2/J DEFGRID3
* xyz 0 1
O -3.418 0.167 3.717
O 1.219 0.858 -2.552
O -2.843 -1.679 2.796
O 1.056 0.067 1.972
O -3.559 -1.001 0.029
O -2.137 -0.774 -1.682
N -0.086 0.169 0.048
N 2.605 1.311 -4.287
N 3.521 0.658 0.860
C -2.316 -0.716 -0.511
C -1.310 -0.398 0.653
C -2.721 -0.500 2.764
C 1.076 0.282 0.740
C 2.311 0.491 0.053
C 3.348 0.080 -2.138
C -1.872 0.439 1.796
C 2.592 -0.622 -0.981
C 2.353 0.898 -2.995
H 1.714 1.482 -4.953
H -3.809 1.060 3.335
H 2.129 1.369 -0.469
H 3.451 1.063 -4.808
H 3.844 -0.713 -2.744
H -2.504 1.230 1.318
H 3.668 1.652 1.228
H 1.621 -1.048 -1.341
H -4.197 -1.193 -0.625
H 3.139 -1.363 -0.338
H -0.952 -1.427 1.088
H 4.079 0.702 -1.684
H -1.063 0.850 2.369
H 3.263 -0.034 1.668
H 0.025 0.574 -0.927
*
```

The calculation puts the HOMO energy at -9.6 eV. Its SMILES is NC(=O)CC[C@H](N)C(=O)N[C@@H](CC(=O)O)C(=O)O. As for the energy above the lowest of the compared OMol25 structures with the same formula, charge and spin: 272.0 kJ/mol.

(6)
Below is C9H10N4W as an isolated structure in a non-equilibrium geometry, with properties calculated with ωB97M-V/def2-TZVPD.

ORCA input file:
```
! wB97M-V def2-TZVPD RIJCOSX def2/J DEFGRID3
* xyz 0 3
W -0.706 -0.559 -0.215
N -0.082 -0.184 1.529
N -2.531 -0.405 0.087
N 0.489 0.298 3.823
N 0.001 -0.357 6.174
C 0.871 0.890 -1.533
C -1.208 1.672 -0.901
C 0.246 -2.372 -0.633
C -0.522 0.863 -1.886
C 0.031 -0.022 2.709
C 0.191 -0.074 5.051
C 1.397 -1.576 -0.438
C 1.048 1.783 -0.440
C -0.224 2.244 -0.038
H 2.047 -1.381 -1.292
H -0.957 0.418 -2.779
H -0.077 -3.019 0.186
H -3.276 -1.038 -0.246
H -2.260 1.932 -0.928
H 1.662 0.401 -2.100
H 1.980 -1.677 0.481
H -0.428 2.967 0.751
H -0.012 -2.721 -1.630
H 2.011 2.093 -0.021
*
```

The calculation puts the HOMO energy (alpha / beta) at -7.3 / -8.6 eV.